# 1
{"formula": "C33H38AsN5O7PRbS2", "method": "wB97M-V/def2-TZVPD", "species": ["Rb", "N", "C", "C", "N", "C", "C", "N", "H", "H", "H", "H", "H", "H", "H", "H", "H", "H", "H", "H", "H", "O", "As", "O", "O", "C", "C", "C", "C", "C", "C", "S", "O", "O", "O", "H", "H", "H", "H", "H", "O", "P", "C", "C", "C", "C", "C", "C", "C", "C", "C", "C", "C", "C", "C", "C", "C", "C", "C", "C", "H", "H", "H", "H", "H", "H", "H", "H", "H", "H", "H", "H", "H", "H", "H", "C", "C", "C", "C", "N", "C", "S", "N", "H", "H", "H", "H", "H"], "xyz": [[0.2060, -0.0387, 1.8110], [2.9590, -1.2096, 0.8611], [2.5226, -2.5926, 0.7756], [1.7318, -2.8022, -0.5183], [0.4828, -2.0650, -0.4888], [-0.7212, -2.7882, -0.8391], [-1.9424, -1.8972, -0.6392], [-1.8502, -0.7065, -1.4846], [3.0196, -0.8658, 1.8131], [3.8567, -1.0442, 0.4287], [3.3592, -3.3059, 0.8461], [1.8448, -2.8077, 1.6050], [2.3564, -2.4924, -1.3675], [1.5277, -3.8722, -0.6508], [0.5297, -1.2093, -1.0332], [-0.7056, -3.1515, -1.8870], [-0.8157, -3.6689, -0.1959], [-2.8533, -2.4800, -0.8344], [-1.9928, -1.6015, 0.4103], [-2.3127, -0.8360, -2.3745], [-2.2576, 0.1229, -1.0603], [-0.7207, -0.4731, 4.9975], [-2.2295, -0.6031, 3.9961], [-1.8685, 1.0918, 3.0694], [-1.7920, -1.6559, 2.7814], [-1.5251, 2.1787, 3.7873], [-2.4516, 2.7179, 4.6843], [-2.2027, 3.8570, 5.4321], [-0.9916, 4.5079, 5.3021], [-0.0387, 3.9880, 4.4404], [-0.2521, 2.8268, 3.6929], [2.3703, 1.7570, 3.7898], [2.1616, 0.3091, 3.5905], [2.2010, 2.1835, 5.1698], [0.7771, 2.3856, 2.9235], [0.1467, -0.2747, 4.5968], [-3.4107, 2.2186, 4.7589], [-2.9633, 4.2356, 6.1065], [-0.7808, 5.4059, 5.8723], [0.9312, 4.4598, 4.3444], [1.6568, 0.8411, -1.5476], [1.7908, 2.0353, -2.4087], [1.5802, 3.5961, -1.5123], [1.5553, 4.8397, -2.1416], [1.3231, 5.9845, -1.4052], [1.0988, 5.8984, -0.0378], [1.1079, 4.6664, 0.5950], [1.3553, 3.5150, -0.1427], [0.6228, 2.0948, -3.7867], [-0.5473, 1.3533, -3.6658], [-1.5006, 1.4105, -4.6747], [-1.2822, 2.1959, -5.7967], [-0.1091, 2.9267, -5.9244], [0.8418, 2.8750, -4.9178], [3.4174, 2.1028, -3.2193], [4.4311, 2.9174, -2.7220], [5.6984, 2.8869, -3.2892], [5.9622, 2.0403, -4.3562], [4.9568, 1.2210, -4.8540], [3.6923, 1.2528, -4.2876], [1.6838, 4.9153, -3.2147], [1.2809, 6.9467, -1.9024], [0.8847, 6.7954, 0.5311], [0.8889, 4.5718, 1.6484], [1.3314, 2.5514, 0.3451], [-0.7205, 0.7504, -2.7813], [-2.4362, 0.8787, -4.5513], [-2.0387, 2.2608, -6.5707], [0.0540, 3.5451, -6.7987], [1.7649, 3.4351, -5.0164], [4.2240, 3.5797, -1.8901], [6.4770, 3.5273, -2.8926], [6.9500, 2.0161, -4.8008], [5.1564, 0.5559, -5.6854], [2.9090, 0.6145, -4.6791], [-4.7765, 3.7027, -5.2802], [-3.6776, 4.1489, -4.3534], [-2.8387, 5.2097, -4.6811], [-1.8320, 5.4736, -3.7531], [-1.6689, 4.8075, -2.6331], [-2.5419, 3.7819, -2.3671], [-2.3661, 2.9144, -0.9176], [-3.5391, 3.4498, -3.2389], [-5.0234, 4.4711, -6.0161], [-5.6655, 3.4483, -4.7040], [-4.4754, 2.8009, -5.8202], [-2.9441, 5.7835, -5.5930], [-1.1179, 6.2761, -3.9454]], "e_above_lowest_kj_mol": 99.0, "homo_lumo_gap_ha": 0.2053, "total_charge": -2}

# 2
{"formula": "C33H38AuN4", "method": "wB97M-V/def2-TZVPD", "species": ["Au", "N", "N", "C", "C", "C", "C", "H", "H", "H", "C", "C", "H", "H", "H", "C", "C", "H", "H", "H", "C", "H", "H", "H", "C", "H", "H", "H", "C", "H", "C", "H", "C", "H", "C", "H", "C", "C", "H", "C", "C", "H", "C", "H", "N", "C", "C", "C", "H", "C", "C", "H", "H", "H", "C", "H", "C", "C", "H", "H", "H", "C", "H", "H", "H", "C", "C", "C", "N", "C", "C", "H", "H", "H", "H", "H"], "xyz": [[0.5990, 0.1407, 0.7888], [-1.0228, -2.7306, 2.1156], [2.6750, -2.7399, -0.1596], [0.4230, 2.3167, 1.2818], [1.8336, 1.9468, 1.4186], [1.9921, 1.3614, 2.7210], [3.2595, 0.8827, 3.3252], [4.0940, 1.0470, 2.6404], [3.2051, -0.2020, 3.5335], [3.4646, 1.4157, 4.2721], [0.7349, 1.4165, 3.3882], [0.4212, 0.8792, 4.7414], [0.2384, 1.6918, 5.4620], [1.2435, 0.2607, 5.0953], [-0.4762, 0.2384, 4.7042], [-0.1891, 2.1118, 2.5759], [-1.4251, 2.7769, 3.0757], [-2.0515, 2.0793, 3.6436], [-2.0355, 3.1477, 2.2526], [-1.1890, 3.6246, 3.7414], [2.9334, 2.4455, 0.5602], [3.5414, 3.1898, 1.1074], [2.5308, 2.9264, -0.3412], [3.6205, 1.6415, 0.2404], [-0.0665, 3.2740, 0.2576], [-1.1548, 3.2429, 0.1715], [0.3296, 3.0039, -0.7285], [0.2217, 4.3145, 0.4870], [-1.9496, -3.7050, 2.3245], [-2.6018, -3.6094, 3.2169], [-2.1482, -4.8117, 1.4683], [-2.9887, -5.4876, 1.6487], [-1.1955, -4.9973, 0.4398], [-1.2767, -5.8285, -0.2448], [-0.1067, -4.1242, 0.3680], [0.7746, -4.2783, -0.2545], [-0.1311, -2.9115, 1.1193], [0.9368, -1.8692, 0.8803], [1.7265, -2.0594, 1.6630], [1.7148, -1.8932, -0.3896], [3.5207, -2.7258, -1.2206], [4.2902, -3.4629, -1.1923], [3.1516, -1.7572, -2.1217], [3.6521, -1.5245, -3.0695], [1.9524, -1.2241, -1.6593], [1.1592, -0.3490, -2.4683], [1.7181, 0.7662, -3.1377], [0.8459, 1.6235, -3.8490], [1.2267, 2.5697, -4.2772], [-0.4979, 1.2956, -4.0478], [-1.4361, 2.1738, -4.8357], [-2.3278, 2.4345, -4.2346], [-1.7921, 1.6531, -5.7440], [-0.9101, 3.0906, -5.1418], [-0.9870, 0.0941, -3.5009], [-2.0296, -0.2204, -3.7096], [-0.1791, -0.7072, -2.6761], [-0.7199, -1.9797, -2.0685], [-0.0681, -2.8413, -2.3139], [-1.7238, -2.1461, -2.4650], [-0.8186, -1.8570, -0.9777], [3.1772, 1.1031, -3.1404], [3.6567, 0.7946, -4.0771], [3.7070, 0.6445, -2.3193], [3.3140, 2.1859, -3.0579], [-5.0043, -0.0816, -0.0803], [-4.1110, 0.6535, -0.8662], [-2.7765, 0.7470, -0.4310], [-2.3376, 0.1498, 0.6887], [-3.1962, -0.5300, 1.4318], [-4.5527, -0.6945, 1.0875], [-6.0288, -0.1897, -0.3944], [-4.3722, 1.1434, -1.8134], [-2.0406, 1.3317, -1.0103], [-2.7850, -0.9763, 2.3443], [-5.1822, -1.3163, 1.7370]], "s2": 2.034, "homo_lumo_gap_ha": [0.0991, 0.2153], "multiplicity": 3, "total_charge": -1}

# 3
{"formula": "C33H38ClFeN4S3Se2", "method": "wB97M-V/def2-TZVPD", "species": ["Fe", "C", "Se", "C", "C", "Se", "C", "H", "H", "H", "H", "H", "H", "H", "H", "H", "H", "S", "C", "N", "C", "C", "N", "C", "C", "C", "C", "C", "C", "C", "C", "S", "C", "C", "C", "C", "C", "C", "C", "H", "H", "H", "H", "H", "H", "H", "H", "H", "H", "H", "H", "H", "H", "H", "H", "H", "H", "S", "C", "C", "C", "N", "C", "C", "C", "C", "C", "N", "C", "C", "H", "H", "H", "H", "H", "H", "H", "H", "Cl", "C", "H", "H"], "xyz": [[0.2381, 1.0559, -0.5346], [1.4819, -0.3348, 2.6434], [0.8867, 1.3750, 1.9601], [2.4566, 2.4643, 2.4038], [3.8143, 1.8333, 2.1687], [4.2864, 1.5247, 0.3094], [4.5938, 3.3796, -0.1826], [1.7256, -0.2182, 3.6964], [2.3359, -0.7047, 2.0830], [0.6408, -1.0176, 2.5438], [2.3233, 2.7163, 3.4563], [2.3339, 3.3821, 1.8286], [3.9022, 0.8714, 2.6707], [4.5782, 2.4788, 2.6037], [5.3654, 3.8055, 0.4533], [3.6816, 3.9695, -0.1207], [4.9454, 3.3755, -1.2117], [-1.3934, -0.4051, -0.0914], [-0.7605, -1.9245, -0.5291], [-1.5059, -2.9512, -0.8195], [-0.8932, -4.2539, -1.1240], [0.3197, -4.4495, -0.2609], [1.2176, -3.2997, -0.4104], [2.6641, -3.6098, -0.3958], [3.0549, -4.3687, -1.6383], [3.4947, -5.6829, -1.5472], [3.8407, -6.3846, -2.6956], [3.7403, -5.7746, -3.9357], [3.3000, -4.4592, -4.0315], [2.9610, -3.7568, -2.8868], [0.7347, -2.0888, -0.5603], [1.6843, -0.7181, -0.7596], [-2.9880, -2.9228, -0.8551], [-3.5574, -3.6981, 0.3047], [-3.3919, -3.2309, 1.6070], [-3.8984, -3.9553, 2.6736], [-4.5770, -5.1470, 2.4456], [-4.7488, -5.6121, 1.1514], [-4.2371, -4.8891, 0.0813], [-0.6394, -4.2849, -2.1863], [-1.6344, -5.0211, -0.9102], [0.8630, -5.3357, -0.5835], [0.0450, -4.5642, 0.7910], [2.8460, -4.2126, 0.4957], [3.2097, -2.6750, -0.2976], [3.5837, -6.1593, -0.5770], [4.1915, -7.4048, -2.6182], [4.0124, -6.3194, -4.8297], [3.2359, -3.9798, -4.9994], [2.6410, -2.7226, -2.9617], [-3.2794, -3.3767, -1.8033], [-3.3038, -1.8838, -0.8557], [-2.8833, -2.2895, 1.7873], [-3.7779, -3.5866, 3.6836], [-4.9787, -5.7073, 3.2790], [-5.2850, -6.5339, 0.9711], [-4.3838, -5.2487, -0.9313], [-3.7281, 6.2495, 0.0008], [-2.6273, 4.9073, -0.0945], [-1.2948, 4.9220, 0.3250], [-0.5361, 3.7849, 0.1877], [-0.9945, 2.6318, -0.3282], [-2.2762, 2.6259, -0.7422], [-3.1074, 3.7130, -0.6464], [-2.7043, 7.5196, 0.7100], [-2.0011, 8.3884, -0.1098], [-1.2211, 9.3652, 0.4971], [-1.1203, 9.5073, 1.8155], [-1.8184, 8.6790, 2.5868], [-2.6282, 7.6669, 2.0863], [-0.8493, 5.8093, 0.7512], [0.5023, 3.7946, 0.4947], [-2.6421, 1.7046, -1.1755], [-4.1266, 3.6355, -1.0008], [-2.0602, 8.3155, -1.1874], [-0.6558, 10.0646, -0.1077], [-1.7315, 8.8288, 3.6567], [-3.1849, 7.0210, 2.7517], [1.5150, 2.3362, -1.9931], [0.2114, 1.2266, -2.4570], [0.5898, 0.4469, -3.1055], [-0.6236, 1.7880, -2.8631]], "e_above_lowest_kj_mol": 1.3, "s2": 0.797, "homo_lumo_gap_ha": [0.2312, 0.2315], "multiplicity": 2, "total_charge": 2}